Entry 1:
Molecular formula: C3H4BrNO
Method: DFT, the ωB97M-V functional and the def2-TZVPD basis

Geometry as XYZ:
```
10
Properties=species:S:1:pos:R:3:mulliken_charge:R:1
O 2.079 0.541 -0.642 -0.39
C 1.549 0.119 0.290 0.17
N 0.362 -0.708 0.159 -0.27
C -0.824 -0.059 0.660 -0.31
C -0.539 -0.178 -0.775 -0.19
Br -1.799 -1.214 -1.969 -0.20
H 1.737 0.294 1.454 0.31
H -0.604 1.079 0.964 0.21
H -1.678 -0.618 1.068 0.29
H -0.283 0.744 -1.209 0.37
```

Output
LUMO level	0.70	eV
structure (SMILES)	O=CN1C[C@@H]1Br
gap between HOMO and LUMO	0.4036	Ha
electronic energy	-2820.6451	hartree
2S+1	1

=====

Entry 2:
Molecular formula: C11H12BCl16NO4
Method: DFT, the ωB97M-V functional and the def2-TZVPD basis

Geometry as XYZ:
```
45
Properties=species:S:1:pos:R:3:mulliken_charge:R:1
C 0.738 4.760 0.024 -0.83
N -0.604 4.751 0.646 -0.06
C -1.617 5.490 -0.186 -0.85
B -1.140 3.424 0.839 0.52
O -2.376 3.326 1.500 -0.60
C -0.485 2.057 0.329 0.05
C -0.595 1.557 -0.903 0.15
Cl -1.453 2.255 -2.249 -0.06
C 0.145 0.206 -0.963 0.52
O 0.115 -0.495 -1.890 -0.51
O 0.756 0.007 0.239 -0.10
C 0.340 1.032 1.111 0.24
O 0.610 1.007 2.234 -0.50
H 1.520 4.660 0.798 0.26
H 0.869 4.054 -0.821 0.25
H 0.884 5.774 -0.409 0.34
H -2.078 4.800 -0.927 0.23
H -2.440 5.765 0.500 0.27
H -1.173 6.364 -0.685 0.32
H -2.286 2.586 2.122 0.31
Cl 3.699 -1.558 2.298 -0.11
C 3.757 -1.257 0.560 0.64
Cl 4.427 0.343 0.224 -0.16
Cl 4.695 -2.510 -0.259 -0.13
H 2.744 -1.286 0.178 -0.27
Cl -2.579 2.957 -5.124 -0.10
C -1.451 3.413 -6.406 0.03
Cl -0.897 5.075 -6.184 -0.12
Cl -0.081 2.301 -6.452 -0.11
H -1.972 3.351 -7.354 0.33
Cl 0.686 -6.134 3.320 -0.09
C 2.283 -5.392 3.449 -0.01
Cl 3.484 -6.580 3.968 -0.13
Cl 2.752 -4.663 1.913 -0.01
H 2.234 -4.609 4.197 0.26
Cl -0.827 -5.989 0.159 -0.07
C 0.306 -5.565 -1.126 -0.19
Cl 0.826 -3.885 -0.959 0.00
Cl 1.699 -6.653 -1.114 -0.11
H -0.201 -5.672 -2.078 0.37
Cl -4.264 -2.593 2.818 -0.13
C -3.027 -3.795 3.205 -0.02
Cl -3.692 -5.429 3.098 -0.13
Cl -1.633 -3.623 2.137 0.00
H -2.699 -3.628 4.224 0.30
```

Output
LUMO level	-0.92	eV
structure (SMILES)	CN(C)B(O)C1=C(Cl)C(=O)OC1=O.ClC(Cl)Cl.ClC(Cl)Cl.ClC(Cl)Cl.ClC(Cl)Cl.ClC(Cl)Cl
gap between HOMO and LUMO	0.3233	Ha
electronic energy	-8170.0275	hartree
2S+1	1

=====

Entry 3:
Molecular formula: C4H13N3
Method: DFT, the ωB97M-V functional and the def2-TZVPD basis

Geometry as XYZ:
```
20
Properties=species:S:1:pos:R:3:mulliken_charge:R:1
N 2.312 -0.310 -1.632 -0.63
C 2.150 0.887 -0.795 -0.56
C 0.698 1.208 -0.518 -0.62
N 0.142 0.347 0.514 -0.38
C -1.290 0.562 0.742 -0.38
C -1.905 -0.666 1.400 -0.77
N -2.150 -1.806 0.525 -0.52
H 2.125 -1.117 -1.046 0.22
H 3.279 -0.346 -1.927 0.23
H 2.620 1.748 -1.269 0.46
H 2.633 0.764 0.185 0.29
H 0.608 2.258 -0.245 0.36
H 0.099 1.141 -1.442 0.36
H 0.271 -0.620 0.232 0.19
H -1.369 1.367 1.463 0.27
H -1.819 0.808 -0.176 0.33
H -1.232 -0.972 2.191 0.34
H -2.847 -0.380 1.872 0.40
H -1.410 -1.961 -0.144 0.20
H -3.038 -1.764 0.050 0.23
```

Output
LUMO level	1.11	eV
structure (SMILES)	NCCNCCN
gap between HOMO and LUMO	0.3694	Ha
electronic energy	-324.4468	hartree
2S+1	1

=====

Entry 4:
Molecular formula: C22H34CuF3NO4
Method: DFT, the ωB97M-V functional and the def2-TZVPD basis

Geometry as XYZ:
```
65
Properties=species:S:1:pos:R:3:mulliken_charge:R:1
C -3.447 2.070 0.077 -1.52
C -2.509 3.069 -0.755 2.10
C -3.060 4.537 -0.359 -1.51
C -1.006 3.047 -0.263 -1.21
C -2.739 2.936 -2.305 -1.93
C -1.923 1.849 -3.099 1.84
C -2.870 1.399 -4.322 -1.66
C -0.608 2.408 -3.820 -1.47
C -1.570 0.527 -2.342 -0.16
C -0.211 0.285 -1.776 -0.60
C 0.203 -0.936 -1.087 0.24
C -0.700 -2.067 -0.918 1.30
O -0.320 -3.303 -0.284 -0.56
C 0.756 -3.133 0.674 -0.34
C 2.195 -3.374 0.067 -0.04
O 3.022 -3.927 1.110 -0.36
C 4.406 -3.869 0.737 -0.53
C 5.292 -3.035 1.725 -0.54
N 4.903 -1.589 1.818 -0.26
C 4.217 -1.299 3.042 0.25
O 4.803 -1.021 4.057 -0.51
O 2.816 -1.295 3.055 -0.07
C 2.318 -0.202 3.867 -0.57
C 0.813 0.054 3.436 -0.28
C -0.224 -0.780 4.263 0.84
F -1.247 -1.179 3.395 -0.26
F 0.291 -1.913 4.828 -0.25
F -0.775 0.030 5.235 -0.27
C -2.140 -1.853 -1.486 -0.86
C -2.516 -0.607 -2.173 -0.36
H -3.095 1.977 1.135 0.40
H -4.453 2.587 0.110 0.45
H -3.627 1.099 -0.447 0.20
H -3.731 4.956 -1.166 0.32
H -2.160 5.222 -0.364 0.43
H -3.549 4.527 0.648 0.38
H -0.840 2.046 0.240 0.07
H -0.865 3.808 0.557 0.54
H -0.241 3.245 -1.052 0.07
H -3.853 2.828 -2.479 0.39
H -2.479 3.939 -2.764 0.43
H -3.087 2.323 -4.920 0.45
H -2.389 0.600 -4.953 0.34
H -3.838 1.030 -3.877 0.42
H -0.921 3.129 -4.616 0.42
H 0.141 2.828 -3.105 0.25
H -0.134 1.521 -4.325 0.39
H 0.540 1.099 -1.887 0.25
H 1.252 -0.959 -0.695 0.04
H 0.679 -2.176 1.256 -0.16
H 0.622 -3.955 1.439 0.45
H 2.188 -4.021 -0.850 0.26
H 2.704 -2.406 -0.235 0.24
H 4.601 -3.491 -0.305 0.35
H 4.800 -4.931 0.756 0.36
H 6.346 -3.046 1.322 0.31
H 5.358 -3.516 2.743 0.33
H 4.280 -1.397 1.030 0.32
H 2.309 -0.439 4.964 0.28
H 2.948 0.724 3.752 0.48
H 0.526 1.138 3.503 0.39
H 0.684 -0.246 2.355 -0.23
H -2.950 -2.692 -1.422 0.29
H -3.551 -0.524 -2.575 0.31
Cu -2.382 -3.657 -0.169 0.33
```

Output
net charge	+1
LUMO level	-4.87	eV
gap between HOMO and LUMO	0.2664	Ha
electronic energy	-3154.0649	hartree
2S+1	1

=====

Entry 5:
Molecular formula: C3H2Cl2O
Method: DFT, the ωB97M-V functional and the def2-TZVPD basis

Geometry as XYZ:
```
8
Properties=species:S:1:pos:R:3:mulliken_charge:R:1
C -0.754 -0.072 -0.458 -0.42
C -0.255 0.030 0.777 0.14
C -1.965 -0.573 0.140 0.38
O -1.365 -0.501 1.468 -0.30
Cl -3.105 -1.660 -0.163 -0.05
Cl -2.972 1.701 -0.191 -0.38
H -0.221 0.279 -1.397 0.25
H 0.691 0.190 1.266 0.38
```

Output
LUMO level (alpha / beta)	-1.77 / -1.77	eV
gap between HOMO and LUMO (alpha / beta)	0.2785 / 0.2785	Ha
electronic energy	-1110.9867	hartree
2S+1	1

=====

Entry 6:
Molecular formula: C35H45CrGe2N4O5
Method: DFT, the ωB97M-V functional and the def2-TZVPD basis

Geometry as XYZ:
```
92
Properties=species:S:1:pos:R:3:mulliken_spin:R:1
Cr -0.919 0.857 -0.273 -0.04
O -1.111 1.039 -1.946 0.00
C -2.000 0.984 -2.926 0.02
C -1.632 1.048 -4.269 0.00
C -2.588 0.971 -5.259 0.00
C -3.934 0.835 -4.925 0.00
C -4.308 0.772 -3.601 0.00
C -3.364 0.829 -2.570 0.00
C -3.770 0.739 -1.197 0.00
N -2.959 0.682 -0.192 0.00
N -3.466 0.622 1.065 0.00
C -2.483 0.599 1.927 0.00
O -1.262 0.619 1.474 0.00
C -2.695 0.532 3.372 0.00
C -1.568 0.416 4.188 0.00
C -1.697 0.374 5.564 0.00
C -2.958 0.447 6.139 0.00
C -4.082 0.556 5.332 0.00
C -3.959 0.600 3.955 0.00
H -0.582 1.147 -4.513 0.00
H -2.294 1.015 -6.299 0.00
H -4.680 0.776 -5.705 0.00
H -5.354 0.663 -3.340 0.00
H -4.835 0.721 -0.980 0.00
H -0.591 0.360 3.727 0.00
H -0.816 0.285 6.185 0.00
H -3.062 0.422 7.216 0.00
H -5.063 0.612 5.787 0.00
H -4.830 0.695 3.322 0.00
C 3.987 1.422 -2.793 0.00
C 2.668 1.637 -2.052 0.00
Ge 2.463 0.714 -0.289 0.00
C 4.034 0.825 0.978 0.00
C 5.346 0.296 0.397 0.00
C 2.345 -1.225 -0.511 0.00
C 1.383 -2.155 -0.549 0.00
Ge -0.556 -1.575 -0.503 0.01
C -1.583 -2.369 1.053 0.00
C -1.848 -3.867 1.198 0.00
C -1.438 -2.087 -2.254 0.00
C -1.561 -3.538 -2.715 0.00
C 1.742 -3.595 -0.660 0.00
C 3.060 -4.064 -0.712 0.00
C 3.339 -5.416 -0.797 0.00
C 2.312 -6.349 -0.834 0.00
C 1.002 -5.908 -0.786 0.00
C 0.729 -4.552 -0.699 0.00
H 3.966 1.918 -3.764 0.00
H 4.180 0.361 -2.955 0.00
H 4.820 1.835 -2.225 0.00
H 1.833 1.286 -2.664 0.00
H 2.512 2.705 -1.883 0.00
H 3.756 0.212 1.839 0.00
H 4.197 1.840 1.337 0.00
H 5.246 -0.732 0.049 0.00
H 6.126 0.319 1.159 0.00
H 5.678 0.900 -0.446 0.00
H 3.377 -1.570 -0.584 0.00
H -2.547 -1.856 1.007 0.00
H -1.082 -2.009 1.956 0.00
H -2.320 -4.278 0.304 0.00
H -2.528 -4.038 2.036 0.00
H -0.930 -4.419 1.394 0.00
H -0.904 -1.526 -3.026 0.00
H -2.441 -1.656 -2.190 0.00
H -0.581 -3.986 -2.871 0.00
H -2.106 -3.576 -3.660 0.00
H -2.109 -4.144 -1.994 0.00
H 3.897 -3.380 -0.682 0.00
H 4.369 -5.746 -0.833 0.00
H 2.536 -7.406 -0.896 0.00
H 0.187 -6.619 -0.814 0.00
H -0.291 -4.209 -0.658 0.00
O -0.677 3.008 0.470 0.00
N -1.456 4.136 -1.452 0.44
O -1.259 5.303 -1.373 0.27
O -2.431 3.482 -1.610 0.30
C 2.533 4.171 0.834 0.00
C 1.343 3.601 1.614 0.00
C 0.457 4.762 2.076 0.00
C 1.795 2.796 2.839 0.00
C 0.512 2.678 0.727 0.02
N 0.892 1.500 0.262 -0.01
H 3.149 4.769 1.506 0.00
H 2.176 4.816 0.029 0.00
H 3.152 3.387 0.400 0.00
H 1.023 5.415 2.743 0.00
H -0.419 4.390 2.604 0.00
H 0.109 5.347 1.226 0.00
H 2.467 3.396 3.454 0.00
H 2.305 1.882 2.545 0.00
H 0.925 2.524 3.440 0.00
```

Output
LUMO level (alpha / beta)	-0.80 / -0.98	eV
<S²>	0.754
gap between HOMO and LUMO (alpha / beta)	0.2619 / 0.2552	Ha
electronic energy	-7154.0718	hartree
2S+1	2